w) Density functional theory data (wB97M-V/def2-TZVPD) for a molecular structure, C35H34N7ORuS3.

Orbital gap (spin up / spin down) in eV: 5.690 / 5.744
Multiplicity: 2
Molar mass in g mol⁻¹: 766.0
LUMO (spin up / spin down) in eV: -0.4 / -0.4

Cartesian coordinates (Å):
Ru -0.34011 0.26240 -0.21382
C 0.92881 0.12349 -4.45736
C 0.97987 0.38547 -2.97195
N -0.09658 0.41029 -2.25149
N -1.22275 0.32015 -3.09514
C -2.34822 0.21317 -2.48619
S -2.58394 0.18661 -0.79954
S -3.77851 0.01010 -3.53029
C -3.23258 -1.48842 -4.42212
C -3.07648 -2.66211 -3.49674
C -1.84547 -2.96508 -2.92313
C -1.72571 -4.00851 -2.01597
C -2.83436 -4.76771 -1.67532
C -4.06556 -4.47855 -2.24916
C -4.18315 -3.43239 -3.14957
C 2.32114 0.70976 -2.43106
C 3.11806 1.54217 -3.22462
C 4.41277 1.88267 -2.88141
C 4.96472 1.34647 -1.73089
C 4.20518 0.52045 -0.92020
C 2.88557 0.23297 -1.24836
O 2.09827 -0.54302 -0.40993
H 0.26475 -0.70963 -4.67182
H 1.92313 -0.10492 -4.83387
H 0.52453 0.98114 -4.99911
H -2.31281 -1.25697 -4.95514
H -4.02243 -1.67286 -5.15090
H -0.97873 -2.36747 -3.17269
H -0.76188 -4.22240 -1.57096
H -2.74200 -5.58097 -0.96684
H -4.93663 -5.06694 -1.99025
H -5.14956 -3.19770 -3.58116
H 2.69507 1.94126 -4.13659
H 4.98668 2.54452 -3.51543
H 5.98643 1.56814 -1.45205
H 4.64844 0.10825 -0.02504
S 2.79129 3.27202 1.74655
C 1.57038 4.10745 0.84763
C 1.37271 5.47899 0.70581
C 0.32315 5.90014 -0.08404
C -0.51906 4.97810 -0.71966
C -0.32619 3.62076 -0.57720
C 0.73550 3.18399 0.21582
N 1.05673 1.84820 0.45776
C 2.10790 1.75594 1.22319
C 2.70964 0.49293 1.65812
C 3.33789 0.37794 2.89606
C 3.78057 -0.85160 3.35476
C 3.60848 -1.98757 2.57472
C 3.03485 -1.88515 1.31471
C 2.60300 -0.65240 0.86741
H 2.02186 6.19043 1.19814
H 0.14619 6.95994 -0.21176
H -1.33723 5.33859 -1.32874
H -0.97109 2.88281 -1.03832
H 3.42378 1.24964 3.53346
H 4.23905 -0.92626 4.33127
H 3.94195 -2.95104 2.93636
H 2.92825 -2.74106 0.66165
C -2.04532 0.80571 2.30713
N -1.01603 -0.20488 1.90782
C -1.69235 -1.53792 1.84530
N -2.35030 -1.88690 3.09684
C -3.33311 -0.84651 3.41072
N -2.70527 0.46937 3.56008
C -1.70160 0.38731 4.61538
N -0.68583 -0.62070 4.31150
C -0.06071 -0.28223 3.04175
C -1.35322 -1.91518 4.16240
H -2.79324 0.87869 1.52342
H -1.54163 1.77037 2.39811
H -0.93029 -2.28307 1.60823
H -2.42190 -1.51777 1.03801
H -3.84116 -1.10589 4.34148
H -4.06857 -0.79937 2.60608
H -2.18762 0.12937 5.55833
H -1.21722 1.36040 4.72409
H 0.67889 -1.04520 2.81045
H 0.42412 0.68873 3.13955
H -1.83895 -2.17496 5.10501
H -0.60426 -2.67600 3.93073



x) Density functional theory data (wB97M-V/def2-TZVPD) for a molecular structure, C35H34N7ORuS3.

Orbital gap (spin up / spin down) in eV: 5.645 / 5.756
Multiplicity: 2
Molar mass in g mol⁻¹: 766.0
LUMO (spin up / spin down) in eV: -0.4 / -0.4

Cartesian coordinates (Å):
Ru 0.30730 0.40281 0.18725
C 4.03732 -1.21454 -1.55863
C 2.78423 -1.15104 -0.71951
N 2.22577 -0.02201 -0.41191
N 3.07896 1.03888 -0.81420
C 2.55026 2.20907 -0.75184
S 0.98226 2.58904 -0.22095
S 3.57288 3.54751 -1.34311
C 4.01008 2.82016 -2.95835
C 2.79267 2.53692 -3.79028
C 2.16613 1.29592 -3.73338
C 1.00149 1.05907 -4.45019
C 0.45103 2.05918 -5.23699
C 1.07285 3.29959 -5.30454
C 2.23222 3.53446 -4.58336
C 2.31119 -2.45256 -0.18782
C 3.30619 -3.33539 0.24539
C 3.02157 -4.59551 0.73566
C 1.70542 -5.02151 0.76465
C 0.69358 -4.17610 0.34224
C 0.99173 -2.89148 -0.10333
O -0.01090 -2.00968 -0.50126
H 3.95531 -0.54351 -2.40983
H 4.20196 -2.22814 -1.91762
H 4.91020 -0.88309 -0.99247
H 4.59699 1.92223 -2.77863
H 4.64768 3.56676 -3.43326
H 2.58262 0.51589 -3.10680
H 0.52155 0.09034 -4.38709
H -0.45880 1.87601 -5.79417
H 0.65062 4.08595 -5.91717
H 2.70578 4.50887 -4.62479
H 4.33674 -3.00987 0.20601
H 3.82114 -5.23971 1.07471
H 1.45312 -6.01328 1.11629
H -0.32650 -4.52722 0.36299
S -0.82685 -2.36027 3.86775
C 0.43126 -1.24670 4.27669
C 1.02676 -1.01640 5.51686
C 2.02247 -0.06526 5.58509
C 2.42089 0.65042 4.44668
C 1.83056 0.42576 3.22216
C 0.82607 -0.53872 3.14223
N 0.13215 -0.87741 1.97643
C -0.74210 -1.80849 2.21746
C -1.65392 -2.36504 1.20540
C -2.92488 -2.82095 1.54668
C -3.81439 -3.24260 0.57150
C -3.44272 -3.21458 -0.76722
C -2.16727 -2.80166 -1.12450
C -1.28788 -2.39322 -0.13994
H 0.71859 -1.56619 6.39586
H 2.50223 0.13436 6.53427
H 3.20201 1.39389 4.53265
H 2.10157 0.97370 2.32804
H -3.24007 -2.80313 2.58287
H -4.80334 -3.57450 0.85608
H -4.14021 -3.52758 -1.53272
H -1.83138 -2.79653 -2.15298
C -1.77172 2.29893 1.43681
N -1.80920 1.16244 0.45962
C -2.22166 1.72022 -0.86817
N -3.49080 2.43239 -0.80042
C -3.36175 3.51879 0.17472
N -3.03674 3.01687 1.51300
C -4.08120 2.08549 1.92559
N -4.20651 0.96774 0.98940
C -2.92406 0.28421 0.90590
C -4.52315 1.51209 -0.33277
H -0.98821 2.99074 1.14567
H -1.52360 1.88307 2.41551
H -2.30781 0.88345 -1.56427
H -1.44074 2.38846 -1.22231
H -4.30406 4.06810 0.22065
H -2.57147 4.19634 -0.15214
H -5.03608 2.61221 1.97793
H -3.84027 1.69487 2.91685
H -3.01892 -0.53833 0.19791
H -2.67105 -0.10683 1.89209
H -5.47835 2.03809 -0.27892
H -4.61481 0.68774 -1.04372



Quick one: least stable of them? x)